--- P ---
2 unconnected molecules or ions with the total composition C4H8N4O, computed with ωB97M-V with the def2-TZVPD basis set.

ORCA input file:
```
! wB97M-V def2-TZVPD RIJCOSX def2/J DEFGRID3
* xyz 0 1
C -0.034 -2.183 0.903
C -0.366 -1.177 0.141
C 1.656 1.309 0.137
C 1.396 2.104 1.245
N -2.999 -0.164 -1.859
N 2.075 0.814 -0.815
N -1.895 0.015 -1.279
N -1.296 -1.049 -0.842
O 2.362 0.255 -1.817
H 0.687 -1.968 1.644
H -0.556 -3.194 0.814
H 0.245 -0.253 0.171
H 0.381 2.423 1.177
H 2.029 2.919 1.336
H 1.515 1.451 2.161
H -3.462 0.745 -1.984
H -1.739 -2.047 -1.131
*
```

As for the HOMO energy: -8.8 eV. The frontier orbital gap is 9.47 eV. For the molar mass, the calculation gives 128.13 g mol⁻¹. The calculation puts the LUMO energy at 0.7 eV.

Löwdin charges, unit e, in atom order: atom 1 (C): 0.003, atom 2 (C): -0.258, atom 3 (C): -0.102, atom 4 (C): -0.053, atom 5 (N): 0.021, atom 6 (N): -0.141, atom 7 (N): -0.123, atom 8 (N): -0.078, atom 9 (O): 0.025, atom 10 (H): 0.035, atom 11 (H): 0.085, atom 12 (H): 0.076, atom 13 (H): 0.084, atom 14 (H): 0.065, atom 15 (H): 0.118, atom 16 (H): 0.040, atom 17 (H): 0.202


--- Q ---
A molecular structure, C4H8N4O, computed with ωB97M-V with the def2-TZVPD basis set.

ORCA input file:
```
! wB97M-V def2-TZVPD RIJCOSX def2/J DEFGRID3
* xyz 0 1
C -2.504 1.268 1.365
C -1.627 0.574 -0.774
C 0.572 -0.477 -1.421
C 2.397 -1.180 -0.108
H -1.544 0.260 1.983
H -3.597 1.540 1.792
H -1.673 2.412 1.334
H -1.925 0.779 -1.920
H -0.345 -1.142 1.065
H 0.722 0.313 1.218
H 0.011 -0.560 -2.459
H 2.946 -2.073 -0.114
N -2.527 0.989 -0.018
N -0.226 0.200 -0.454
N -0.221 -0.027 1.002
N 1.662 -1.021 -1.136
O 2.696 -0.453 0.871
*
```

As for the HOMO energy: -8.5 eV. The frontier orbital gap is 8.15 eV. For the molar mass, the calculation gives 128.13 g mol⁻¹. The calculation puts the LUMO energy at -0.3 eV.

Löwdin charges, unit e, in atom order: atom 1 (C): -0.231, atom 2 (C): -0.235, atom 3 (C): -0.116, atom 4 (C): -0.392, atom 5 (H): 0.167, atom 6 (H): 0.068, atom 7 (H): 0.154, atom 8 (H): 0.151, atom 9 (H): 0.175, atom 10 (H): 0.079, atom 11 (H): 0.168, atom 12 (H): 0.102, atom 13 (N): -0.099, atom 14 (N): -0.094, atom 15 (N): 0.015, atom 16 (N): 0.098, atom 17 (O): -0.012


--- R ---
A molecular structure, C4H8N4O, computed with ωB97M-V with the def2-TZVPD basis set.

ORCA input file:
```
! wB97M-V def2-TZVPD RIJCOSX def2/J DEFGRID3
* xyz 0 1
C -1.471 -0.663 -0.612
C -0.239 0.508 1.109
C 0.241 1.645 -0.062
C 1.931 -0.797 -0.349
H -3.179 -0.466 -1.131
H -1.632 -1.902 -0.921
H -1.168 0.823 1.357
H 0.278 0.460 2.108
H -0.750 1.875 -0.611
H 0.539 2.781 0.530
H 2.546 -1.767 0.228
H 1.225 -2.186 0.513
N -2.250 0.290 -0.690
N -0.339 -0.667 0.231
N 2.339 0.446 -0.521
N 0.790 -1.314 -0.140
O 1.139 0.933 -1.036
*
```

As for the HOMO energy: -8.9 eV. The frontier orbital gap is 9.28 eV. For the molar mass, the calculation gives 128.13 g mol⁻¹. The calculation puts the LUMO energy at 0.4 eV.

Löwdin charges, unit e, in atom order: atom 1 (C): -0.360, atom 2 (C): -0.089, atom 3 (C): -0.111, atom 4 (C): -0.284, atom 5 (H): 0.186, atom 6 (H): 0.177, atom 7 (H): 0.046, atom 8 (H): 0.128, atom 9 (H): 0.090, atom 10 (H): 0.169, atom 11 (H): 0.173, atom 12 (H): 0.196, atom 13 (N): 0.073, atom 14 (N): -0.164, atom 15 (N): 0.047, atom 16 (N): -0.039, atom 17 (O): -0.240


The structure with the greatest stability is P.


--- P ---
C5H6N2OS in the gas phase, computed with ωB97M-V with the def2-TZVPD basis set.

ORCA input file:
```
! wB97M-V def2-TZVPD RIJCOSX def2/J DEFGRID3
* xyz 0 1
C -0.782 -0.589 -0.231
C 0.606 -0.235 -0.162
C 1.359 1.067 -0.250
C 2.699 0.958 -0.103
C 1.399 -1.294 0.179
H -3.570 0.673 -0.549
H -3.189 -0.946 0.296
H -1.162 1.050 0.971
H 0.730 1.951 -0.392
H 3.574 1.548 -0.365
H 1.190 -2.335 0.233
N -3.052 0.207 0.377
N -1.652 0.451 0.155
O -1.169 -1.775 -0.364
S 3.019 -0.731 0.207
*
```

As for the HOMO energy: -9.3 eV. The frontier orbital gap is 9.82 eV. For the molar mass, the calculation gives 142.18 g mol⁻¹. The calculation puts the LUMO energy at 0.5 eV.

Löwdin charges, unit e, in atom order: atom 1 (C): -0.453, atom 2 (C): -0.272, atom 3 (C): -0.142, atom 4 (C): -0.375, atom 5 (C): -0.327, atom 6 (H): 0.137, atom 7 (H): 0.141, atom 8 (H): 0.191, atom 9 (H): 0.104, atom 10 (H): 0.071, atom 11 (H): 0.082, atom 12 (N): -0.056, atom 13 (N): -0.096, atom 14 (O): 0.017, atom 15 (S): 0.979


--- Q ---
C5H6N2OS in the gas phase, computed with ωB97M-V with the def2-TZVPD basis set.

ORCA input file:
```
! wB97M-V def2-TZVPD RIJCOSX def2/J DEFGRID3
* xyz 0 1
C -0.048 -0.442 -0.801
C 2.430 -0.291 -0.725
C -0.262 0.033 0.388
C 1.769 0.949 1.249
C -2.663 0.090 0.654
N 2.488 0.410 0.387
N 1.232 -0.519 -1.327
O -1.339 0.307 1.056
S 1.527 2.020 2.414
H -0.809 -0.839 -1.533
H 3.367 -0.599 -1.244
H -3.464 0.463 1.360
H -2.872 -0.981 0.707
H -2.689 0.482 -0.345
H 1.331 -1.082 -2.240
*
```

As for the HOMO energy (spin up / spin down): -7.1 / -7.1 eV. The frontier orbital gap (spin up / spin down) is 6.65 / 6.65 eV. For the molar mass, the calculation gives 142.18 g mol⁻¹. The calculation puts the LUMO energy (spin up / spin down) at -0.4 / -0.4 eV.

Löwdin charges, unit e, in atom order: atom 1 (C): -0.175, atom 2 (C): -0.126, atom 3 (C): -0.202, atom 4 (C): -0.733, atom 5 (C): -0.079, atom 6 (N): 0.012, atom 7 (N): 0.026, atom 8 (O): -0.130, atom 9 (S): 0.684, atom 10 (H): 0.121, atom 11 (H): 0.141, atom 12 (H): 0.109, atom 13 (H): 0.087, atom 14 (H): 0.081, atom 15 (H): 0.183


The structure with the greatest stability is P.


--- P ---
A gas-phase ion, C8H16N3O (charge +1), computed with ωB97M-V with the def2-TZVPD basis set.

ORCA input file:
```
! wB97M-V def2-TZVPD RIJCOSX def2/J DEFGRID3
* xyz 1 1
C -1.974 -2.276 0.606
C -0.754 -2.309 -0.362
C -1.187 -0.259 1.316
C -1.639 1.106 0.916
C -0.206 -0.257 2.465
C 0.487 1.854 -1.786
C 2.647 0.992 -0.848
C 1.148 0.883 -0.752
N -2.015 -1.286 1.308
N -0.252 -1.140 -0.343
N 0.835 -0.543 -0.897
O -0.737 -3.468 -1.030
H -2.693 -3.031 0.731
H -2.633 1.180 1.371
H -1.952 1.287 -0.076
H -1.076 1.991 1.235
H 0.511 0.584 2.343
H 0.266 -1.275 2.455
H -0.722 0.066 3.377
H -0.370 1.359 -2.271
H 0.220 2.765 -1.335
H 1.137 2.119 -2.673
H 3.057 0.209 -0.355
H 2.766 1.902 -0.378
H 3.101 0.992 -1.823
H 0.765 1.179 0.214
H 0.072 -3.777 -1.673
H 1.199 -0.849 -1.736
*
```

As for the HOMO energy: -12.5 eV. The frontier orbital gap is 9.06 eV. For the molar mass, the calculation gives 170.24 g mol⁻¹. The calculation puts the LUMO energy at -3.5 eV.

Löwdin charges, unit e, in atom order: atom 1 (C): 0.045, atom 2 (C): -0.297, atom 3 (C): -0.313, atom 4 (C): -0.007, atom 5 (C): 0.015, atom 6 (C): -0.038, atom 7 (C): -0.034, atom 8 (C): -0.387, atom 9 (N): 0.129, atom 10 (N): 0.101, atom 11 (N): 0.039, atom 12 (O): 0.079, atom 13 (H): 0.133, atom 14 (H): 0.117, atom 15 (H): 0.081, atom 16 (H): 0.109, atom 17 (H): 0.097, atom 18 (H): 0.121, atom 19 (H): 0.116, atom 20 (H): 0.079, atom 21 (H): 0.056, atom 22 (H): 0.099, atom 23 (H): 0.050, atom 24 (H): 0.073, atom 25 (H): 0.095, atom 26 (H): 0.092, atom 27 (H): 0.230, atom 28 (H): 0.121


--- Q ---
A gas-phase ion, C8H16N3O (charge +1), computed with ωB97M-V with the def2-TZVPD basis set.

ORCA input file:
```
! wB97M-V def2-TZVPD RIJCOSX def2/J DEFGRID3
* xyz 1 1
N -1.518 -2.956 -0.522
C -0.981 -2.425 -1.836
C -0.686 -0.809 -1.856
C 0.030 -0.223 -0.499
C 1.684 -0.094 -0.618
C 2.340 0.513 0.753
C 1.272 1.003 1.891
C -0.235 1.339 1.353
N -0.566 2.775 1.728
C -1.946 2.877 1.845
O -3.278 3.109 1.790
N -0.443 1.201 -0.137
H -0.666 -3.244 0.040
H -1.997 -2.188 0.001
H -0.073 -3.092 -2.152
H -1.832 -2.612 -2.651
H -0.077 -0.585 -2.839
H -1.714 -0.241 -1.969
H -0.188 -0.898 0.460
H 1.886 0.709 -1.478
H 2.196 -1.089 -1.007
H 3.151 1.339 0.491
H 2.963 -0.379 1.245
H 1.716 1.954 2.461
H 1.168 0.131 2.699
H -1.022 0.615 1.882
H -1.417 1.399 -0.467
H 0.233 1.870 -0.608
*
```

As for the HOMO energy: -12.9 eV. The frontier orbital gap is 8.84 eV. For the molar mass, the calculation gives 170.24 g mol⁻¹. The calculation puts the LUMO energy at -4.1 eV.

Löwdin charges, unit e, in atom order: atom 1 (N): -0.046, atom 2 (C): -0.260, atom 3 (C): -0.132, atom 4 (C): -0.246, atom 5 (C): -0.134, atom 6 (C): -0.180, atom 7 (C): -0.113, atom 8 (C): -0.320, atom 9 (N): 0.093, atom 10 (C): -0.020, atom 11 (O): 0.058, atom 12 (N): 0.083, atom 13 (H): 0.082, atom 14 (H): 0.064, atom 15 (H): 0.131, atom 16 (H): 0.134, atom 17 (H): 0.134, atom 18 (H): 0.122, atom 19 (H): 0.157, atom 20 (H): 0.131, atom 21 (H): 0.145, atom 22 (H): 0.132, atom 23 (H): 0.133, atom 24 (H): 0.146, atom 25 (H): 0.141, atom 26 (H): 0.182, atom 27 (H): 0.184, atom 28 (H): 0.198


The structure with the greatest stability is P.